1.
{
  "formula": "C47H39GeN4O3RuS2",
  "method": "ωB97M-V with the def2-TZVPD basis set",
  "homo_ha": [-0.10489, -0.19077],
  "relative_energy_kj_mol": 65.8,
  "gap_ev": [5.256, 5.778],
  "total_charge": -1,
  "multiplicity": 5,
  "s_squared": 6.045,
  "symbols": ["Ru", "O", "C", "C", "C", "C", "C", "C", "C", "N", "N", "C", "O", "C", "C", "C", "C", "C", "C", "H", "H", "H", "H", "H", "H", "H", "H", "H", "H", "C", "C", "N", "N", "C", "S", "S", "C", "C", "C", "C", "C", "C", "C", "C", "C", "C", "C", "C", "C", "O", "H", "H", "H", "H", "H", "H", "H", "H", "H", "H", "H", "H", "H", "H", "C", "Ge", "C", "C", "C", "C", "C", "C", "C", "C", "C", "C", "C", "C", "C", "C", "C", "C", "H", "H", "H", "H", "H", "H", "H", "H", "H", "H", "H", "H", "H", "H", "H"],
  "xyz": [[-1.3589, -0.0141, -0.5142], [-1.4368, 1.5487, -1.7147], [-1.1989, 2.7892, -1.3879], [-1.0628, 3.7281, -2.4339], [-0.8205, 5.0579, -2.1845], [-0.7361, 5.5214, -0.8687], [-0.8978, 4.6373, 0.1690], [-1.1007, 3.2622, -0.0427], [-1.2272, 2.4168, 1.1045], [-1.2154, 1.1263, 1.0801], [-1.3940, 0.4615, 2.2653], [-1.3559, -0.8400, 2.1016], [-1.1867, -1.4191, 0.9555], [-1.3958, -1.6862, 3.3081], [-1.8188, -1.1789, 4.5346], [-1.7898, -1.9834, 5.6594], [-1.3328, -3.2924, 5.5759], [-0.9079, -3.7978, 4.3551], [-0.9483, -3.0026, 3.2225], [-1.1454, 3.3548, -3.4470], [-0.6967, 5.7456, -3.0117], [-0.5367, 6.5661, -0.6688], [-0.8383, 4.9908, 1.1925], [-1.3315, 2.8841, 2.0806], [-2.1587, -0.1536, 4.5785], [-2.1117, -1.5918, 6.6162], [-1.3022, -3.9159, 6.4604], [-0.5420, -4.8146, 4.2874], [-0.6104, -3.3731, 2.2641], [-1.5853, -1.7316, -4.4359], [-0.9454, -1.4709, -3.0983], [-1.8063, -1.2359, -2.0262], [-3.0653, -1.5752, -2.2381], [-3.9919, -1.1206, -1.4419], [-3.6988, -0.0934, -0.0786], [-5.6519, -1.5904, -1.7780], [-5.8276, -0.8386, -3.4616], [-5.8145, 0.6532, -3.3754], [-7.0081, 1.3621, -3.2634], [-7.0042, 2.7395, -3.1148], [-5.8005, 3.4272, -3.0599], [-4.6062, 2.7329, -3.1735], [-4.6116, 1.3562, -3.3384], [0.4630, -1.5173, -2.9650], [1.2132, -2.1964, -3.9616], [2.5814, -2.3178, -3.9129], [3.2852, -1.7303, -2.8641], [2.5982, -1.0467, -1.8810], [1.1984, -0.9243, -1.8780], [0.6490, -0.2505, -0.8829], [-2.4848, -1.1240, -4.5218], [-1.8934, -2.7785, -4.5305], [-0.9140, -1.4788, -5.2543], [-6.7804, -1.2215, -3.8248], [-5.0044, -1.2418, -4.0477], [-7.9477, 0.8216, -3.2841], [-7.9414, 3.2767, -3.0359], [-5.7938, 4.5013, -2.9231], [-3.6648, 3.2639, -3.1244], [-3.6694, 0.8283, -3.4193], [0.6797, -2.6895, -4.7619], [3.1028, -2.8738, -4.6822], [4.3631, -1.8167, -2.8063], [3.1349, -0.6023, -1.0551], [1.5840, -0.0916, 3.8024], [1.6314, -0.0348, 1.7639], [2.6136, 1.6863, 1.3874], [2.9916, 2.0570, 0.0971], [3.5640, 3.2947, -0.1557], [3.7418, 4.2063, 0.8759], [3.3213, 3.8738, 2.1560], [2.7562, 2.6309, 2.4034], [2.7054, -1.7244, 1.4175], [2.0743, -2.7030, 0.6906], [2.7006, -3.9304, 0.4003], [3.9438, -4.2022, 0.8938], [4.6046, -3.2588, 1.7152], [5.8570, -3.5455, 2.3066], [6.4816, -2.6349, 3.1115], [5.8927, -1.3748, 3.3350], [4.6915, -1.0634, 2.7623], [3.9924, -1.9969, 1.9589], [2.5095, 0.3020, 4.2249], [1.4716, -1.1265, 4.1254], [0.7398, 0.4792, 4.1869], [2.8293, 1.3721, -0.7248], [3.8677, 3.5542, -1.1630], [4.1865, 5.1743, 0.6799], [3.4336, 4.5905, 2.9616], [2.4310, 2.3936, 3.4100], [1.0715, -2.5293, 0.3211], [2.1861, -4.6513, -0.2236], [4.4379, -5.1422, 0.6757], [6.3096, -4.5123, 2.1160], [7.4322, -2.8728, 3.5724], [6.4005, -0.6544, 3.9641], [4.2466, -0.0888, 2.9150]],
  "forces_ev_per_a": [[-0.56, -0.82, -0.88], [-0.12, -0.33, -0.30], [0.08, 0.22, 0.54], [0.01, -0.05, -0.03], [-0.03, -0.13, 0.12], [0.02, 0.24, -0.03], [0.09, -0.21, 0.11], [0.00, 0.20, -0.84], [0.10, -0.52, 0.57], [0.08, 1.24, 0.07], [-0.23, -0.42, 0.95], [0.27, 0.73, -0.42], [-0.14, -0.06, 0.05], [-0.03, -0.27, 0.19], [0.02, 0.00, -0.14], [-0.01, -0.02, 0.14], [0.04, 0.00, -0.08], [-0.03, -0.08, 0.08], [0.02, 0.16, -0.10], [0.03, -0.04, 0.01], [-0.01, 0.01, -0.02], [-0.04, 0.00, 0.01], [0.01, 0.00, 0.01], [0.01, -0.01, 0.04], [0.00, 0.01, 0.04], [-0.03, 0.04, -0.01], [0.00, 0.00, 0.02], [0.00, 0.00, -0.01], [-0.02, -0.03, 0.00], [0.04, 0.07, 0.36], [0.44, -0.39, -1.19], [-0.69, 0.99, 0.87], [0.30, -0.46, -0.58], [0.14, 0.13, 0.57], [0.73, -0.09, -0.53], [-0.25, -0.02, -0.30], [0.15, -0.20, 0.59], [0.00, 0.13, -0.09], [0.02, -0.02, -0.02], [-0.04, -0.01, 0.01], [-0.01, 0.05, 0.00], [0.01, 0.03, -0.01], [-0.02, -0.03, -0.05], [-0.30, 0.08, 0.40], [0.12, -0.08, -0.06], [0.00, 0.02, -0.10], [0.06, 0.02, 0.00], [-0.21, 0.11, 0.03], [0.18, -0.10, -0.22], [-0.33, -0.02, 0.30], [-0.06, -0.03, -0.07], [-0.07, 0.00, -0.11], [0.02, -0.02, 0.03], [0.02, 0.01, -0.11], [-0.06, 0.04, -0.12], [-0.02, 0.00, 0.00], [-0.01, 0.00, 0.02], [0.01, 0.01, -0.02], [0.03, -0.02, 0.02], [0.01, -0.02, 0.02], [0.00, 0.01, 0.00], [-0.01, 0.00, -0.01], [0.01, 0.01, 0.01], [0.02, -0.04, 0.00], [-0.24, 0.09, -0.47], [1.33, -0.16, 1.05], [-0.56, -0.43, -0.12], [0.05, -0.10, -0.07], [0.06, 0.06, -0.02], [-0.07, -0.04, 0.02], [0.07, 0.13, -0.04], [0.03, -0.10, 0.14], [-0.62, 0.47, -0.20], [-0.02, 0.11, 0.12], [0.10, -0.18, 0.05], [-0.12, -0.02, -0.03], [-0.05, 0.16, 0.01], [0.12, 0.01, 0.07], [0.01, -0.11, -0.07], [-0.04, 0.10, -0.01], [0.04, 0.06, 0.02], [0.14, -0.16, -0.05], [0.03, 0.01, -0.02], [-0.01, -0.04, -0.06], [-0.02, 0.05, 0.01], [-0.03, 0.06, -0.02], [-0.03, -0.02, -0.01], [-0.01, 0.00, 0.00], [-0.01, -0.03, 0.02], [-0.01, 0.01, 0.00], [0.00, 0.05, -0.09], [0.01, -0.02, 0.01], [-0.01, -0.02, 0.01], [0.00, -0.01, 0.00], [0.01, -0.01, -0.01], [-0.02, 0.04, -0.02], [0.05, 0.03, 0.03]]
}

---

2.
{
  "formula": "C14H27BBrN2O4S",
  "method": "ωB97M-V with the def2-TZVPD basis set",
  "homo_ha": -0.41236,
  "gap_ev": 6.216,
  "total_charge": 1,
  "symbols": ["C", "N", "C", "B", "O", "C", "C", "S", "N", "C", "C", "Br", "C", "C", "O", "H", "H", "H", "H", "H", "H", "H", "H", "H", "H", "H", "H", "H", "H", "H", "C", "C", "O", "C", "H", "H", "H", "H", "H", "H", "C", "C", "O", "C", "H", "H", "H", "H", "H", "H"],
  "xyz": [[3.4119, -1.6665, 1.7363], [2.7005, -1.3610, 0.4338], [3.5905, -0.6155, -0.5357], [1.3880, -0.5864, 0.7035], [1.5878, 0.8896, 0.9196], [-0.0647, -1.3576, 0.7886], [-0.0868, -2.8571, 0.1052], [1.0017, -4.2203, 0.7696], [-0.1959, -2.6525, -1.4184], [-0.9422, -1.4731, -1.5416], [-1.3472, -0.7634, -0.0820], [-1.4342, 1.1827, -0.5209], [-2.8774, -1.0423, 0.4944], [-3.0041, -0.7930, 2.1263], [-2.3549, 0.1981, 2.7559], [3.9060, -2.7339, 1.6904], [2.6874, -1.6237, 2.6623], [4.2827, -0.8926, 1.9322], [2.9631, -0.1811, -1.4231], [4.1605, 0.2236, 0.0532], [4.4038, -1.4067, -0.9073], [1.6314, 1.3173, -0.0034], [-0.2388, -1.4567, 1.9664], [-1.1735, -3.2482, 0.3996], [0.2169, -4.9403, 1.6892], [0.1899, -3.2518, -2.1962], [-1.2891, -0.9645, -2.5455], [-3.5782, -0.2468, -0.0286], [-3.2834, -2.1209, 0.1985], [-3.7263, -1.4799, 2.7531], [5.5006, 3.7980, -0.9971], [5.4468, 3.3286, 0.4321], [5.5936, 2.1418, 0.7204], [5.2064, 4.3670, 1.4950], [5.6802, 2.9405, -1.6542], [4.5479, 4.2568, -1.2735], [6.3180, 4.5125, -1.1229], [4.2406, 4.8513, 1.3296], [6.0107, 5.1068, 1.4802], [5.1925, 3.8839, 2.4777], [-6.3345, 1.2156, -1.0030], [-6.0689, -0.1570, -1.5608], [-4.9481, -0.6612, -1.5097], [-7.2274, -0.8891, -2.1837], [-5.4077, 1.6234, -0.5857], [-6.6814, 1.8794, -1.7990], [-7.0800, 1.1549, -0.2061], [-7.6141, -0.3190, -3.0323], [-8.0126, -1.0435, -1.4394], [-6.8881, -1.8663, -2.5432]],
  "forces_ev_per_a": [[0.89, -0.41, 0.68], [-1.75, 1.21, 0.53], [1.19, -0.35, 0.55], [2.81, 1.72, -0.19], [-1.29, -2.43, -2.71], [-0.56, -0.68, -0.02], [-2.67, -0.96, 2.32], [0.12, 0.49, -0.15], [-2.57, 4.97, 0.99], [0.71, -2.31, 0.39], [0.67, -0.87, -0.49], [0.69, -0.84, 0.16], [-0.24, -0.39, 0.29], [3.05, 4.38, 2.23], [-3.84, -6.21, -4.09], [-1.03, 2.04, 0.15], [1.35, -0.17, -1.82], [-1.82, -1.37, -0.37], [1.29, -0.88, 1.54], [-1.00, -1.28, -1.45], [-1.81, 1.89, 0.46], [-0.02, -0.68, 2.15], [-0.18, 0.15, -2.59], [2.24, 0.71, -0.74], [0.03, 1.13, -1.26], [-0.55, 0.92, 1.17], [0.92, -1.40, 1.95], [1.37, -1.91, 1.05], [0.90, 2.28, 0.76], [1.27, 1.26, -1.33], [0.08, -0.47, -0.20], [0.19, -1.43, 0.43], [-0.24, 1.37, -0.38], [0.03, -0.35, 0.38], [-0.02, 0.18, 0.16], [0.15, 0.20, 0.02], [-0.21, 0.11, -0.02], [0.17, 0.16, -0.06], [-0.19, 0.10, -0.09], [0.01, 0.09, -0.24], [0.53, -0.02, 0.14], [0.77, -0.41, -0.05], [-1.05, 0.48, -0.17], [0.39, -0.41, -0.09], [-0.19, -0.05, -0.09], [-0.18, -0.06, 0.15], [-0.11, 0.10, -0.20], [-0.15, 0.02, 0.19], [-0.07, 0.18, -0.15], [-0.07, 0.23, 0.08]]
}

---

3.
{
  "formula": "C18H16BF4NO9S5Zr",
  "method": "ωB97M-V with the def2-TZVPD basis set",
  "homo_ha": -0.06043,
  "relative_energy_kj_mol": 284.2,
  "gap_ev": 5.303,
  "total_charge": -2,
  "symbols": ["Zr", "O", "S", "O", "O", "C", "C", "C", "C", "C", "C", "S", "O", "O", "O", "H", "H", "H", "H", "S", "C", "N", "C", "C", "C", "C", "H", "H", "H", "H", "H", "F", "B", "F", "F", "F", "O", "S", "O", "O", "S", "C", "C", "C", "C", "C", "C", "C", "H", "H", "H", "H", "H", "H", "H"],
  "xyz": [[-1.3160, -0.0901, -0.6754], [-0.2659, -4.3352, -0.5945], [-1.1580, -3.4023, -1.2469], [-1.6737, -3.8153, -2.5278], [-0.5102, -2.0273, -1.3804], [-2.4720, -3.0346, -0.1118], [-3.2312, -4.1111, 0.3363], [-4.2688, -3.8671, 1.2206], [-4.5167, -2.5601, 1.6319], [-3.7375, -1.5111, 1.1680], [-2.6795, -1.7147, 0.2706], [0.8192, -1.9181, 0.9236], [2.1892, -1.9395, 0.4975], [1.1734, -1.7014, 2.9461], [0.2029, -0.5502, 0.8066], [-3.0106, -5.1173, 0.0003], [-4.8814, -4.6862, 1.5809], [-5.3355, -2.3589, 2.3154], [-3.9763, -0.5020, 1.4831], [0.8452, -0.2444, 3.4445], [2.1283, 0.6758, 2.7544], [1.9378, 1.9916, 2.5740], [2.8431, 2.8115, 1.9886], [4.0492, 2.3291, 1.5952], [4.2914, 0.9515, 1.7761], [3.3628, 0.1291, 2.3418], [0.9672, 2.3331, 2.6235], [2.5105, 3.8259, 1.8278], [4.7565, 2.9731, 1.0974], [5.2291, 0.5310, 1.4360], [3.5033, -0.9347, 2.4324], [-0.3383, 2.0304, 0.2818], [-1.3398, 2.3303, 1.2608], [-1.9986, 1.0852, 1.4283], [-0.7040, 2.6958, 2.4990], [-2.1499, 3.3552, 0.8982], [-2.5058, 1.4614, -1.2650], [-3.8868, 0.9779, -1.8676], [-4.2960, 1.9462, -2.8570], [-4.8034, 0.7895, -0.7631], [-3.2554, -0.7703, -2.6335], [-0.2571, 0.4764, -2.8257], [1.0902, 0.8876, -2.4693], [2.1379, -0.0480, -2.3145], [3.4153, 0.3229, -1.9373], [3.7373, 1.6565, -1.6986], [2.7218, 2.6013, -1.8309], [1.4434, 2.2306, -2.2051], [-0.3202, -0.4693, -3.3514], [-0.9067, 1.2634, -3.1911], [1.9170, -1.0965, -2.4850], [4.1722, -0.4478, -1.8306], [4.7464, 1.9494, -1.4293], [2.9303, 3.6517, -1.6457], [0.6742, 2.9896, -2.3033]],
  "forces_ev_per_a": [[-0.55, 0.04, -1.72], [0.17, -0.14, -0.04], [-0.08, 0.69, -0.21], [-0.15, -0.20, 0.09], [0.07, -0.16, 0.37], [-0.07, -0.44, 0.00], [-0.10, 0.12, 0.08], [0.05, -0.01, -0.05], [-0.03, -0.01, 0.01], [0.03, 0.09, 0.02], [0.25, -0.05, -0.02], [-0.25, -0.21, 0.63], [0.21, 0.08, -0.12], [-0.02, 0.12, -0.18], [0.65, -0.21, -0.07], [0.03, 0.00, -0.03], [-0.01, 0.01, 0.02], [0.00, 0.00, 0.00], [0.00, -0.01, 0.00], [0.07, -0.05, 0.15], [0.28, -0.13, 0.00], [-0.35, 0.24, -0.38], [0.05, -0.06, 0.05], [-0.11, -0.06, 0.09], [0.20, 0.03, -0.07], [-0.27, 0.13, 0.04], [-0.14, 0.02, 0.21], [0.00, 0.00, 0.00], [0.02, -0.02, 0.00], [0.00, 0.00, -0.02], [0.01, -0.05, 0.01], [0.08, 0.13, 0.00], [-0.09, 0.01, 0.15], [-0.07, -0.01, 0.01], [0.33, -0.23, -0.12], [-0.09, 0.08, -0.07], [-1.04, 0.04, 0.36], [0.74, 0.40, 0.25], [-0.06, -0.06, -0.16], [-0.11, 0.01, -0.08], [0.01, 0.09, 0.16], [0.31, -0.21, 1.09], [0.26, 0.00, -0.14], [-0.06, -0.13, -0.01], [0.04, 0.01, -0.02], [-0.10, -0.02, -0.04], [0.08, 0.02, 0.00], [-0.21, 0.06, -0.03], [-0.02, 0.08, -0.14], [0.02, -0.04, -0.12], [-0.01, 0.01, 0.02], [0.00, 0.01, 0.01], [0.00, 0.00, 0.01], [0.01, 0.01, -0.01], [0.00, -0.01, 0.03]]
}